No. 1
The following is a DFT calculation (ωB97M-V/def2-TZVPD) of one molecule with the formula C4H11NS.

Positions of all 17 atoms, in Å:
C (-0.5429, -2.0036, 0.6782)
N (-1.4664, -1.0989, 0.0024)
C (-1.0619, 0.2356, -0.3073)
C (0.3729, 0.4072, -0.8300)
C (1.3062, 1.0493, 0.1715)
S (0.8109, 2.8154, 0.3272)
H (-0.0247, -1.4237, 1.4425)
H (0.1460, -2.4814, -0.0209)
H (-1.1043, -2.8023, 1.1567)
H (-2.0070, -1.5645, -0.7083)
H (-1.2509, 0.8865, 0.5564)
H (-1.7703, 0.6136, -1.0430)
H (0.4172, 0.9741, -1.7671)
H (0.6873, -0.5698, -1.1712)
H (2.3520, 1.0361, -0.1157)
H (1.1188, 0.5949, 1.1406)
H (2.0172, 3.3316, 0.4878)

Its energy above the lowest of the compared OMol25 structures with the same formula, charge and spin is 0.789 eV. Its total charge is 0. The molar mass comes out at 105.206 g mol⁻¹. As for the spin multiplicity: 1. The SMILES is CNCCCS. The LUMO energy comes out at 0.942 eV.

No. 2
The following is a DFT calculation (ωB97M-V/def2-TZVPD) of a 9-piece molecular cluster, C22H64N10O11 overall.

Positions of all 107 atoms, in Å:
C (1.5257, -2.0945, 2.3965)
O (2.2966, -3.0640, 3.1071)
C (2.0037, -4.3863, 2.6546)
C (2.6894, -5.4199, 3.5510)
N (1.8224, -5.7591, 4.6929)
C (2.5088, -6.5568, 5.7262)
C (3.5305, -5.8073, 6.6229)
O (2.7766, -5.0247, 7.5632)
C (3.3904, -3.8848, 8.1360)
H (0.4470, -2.2765, 2.4896)
H (1.7928, -2.0515, 1.3156)
H (1.7553, -1.1463, 2.8769)
H (2.3833, -4.4674, 1.6218)
H (0.9108, -4.5559, 2.6358)
H (3.6786, -5.0160, 3.8430)
H (2.8611, -6.3396, 2.9744)
H (1.4779, -4.9000, 5.1228)
H (2.9706, -7.4231, 5.2346)
H (1.7549, -6.9519, 6.4155)
H (4.2058, -5.1598, 6.0371)
H (4.1619, -6.5430, 7.1659)
H (3.6768, -3.1479, 7.3662)
H (4.2887, -4.1601, 8.7099)
H (2.6705, -3.4214, 8.8016)
C (-4.5018, 3.7492, -0.9368)
O (-5.5208, 2.7482, -0.8184)
C (-5.7957, 2.1133, -2.0437)
C (-4.7790, 1.0181, -2.4432)
N (-3.4636, 1.4379, -2.9589)
C (-2.5061, 0.3367, -3.1332)
C (-1.3615, 0.7312, -4.0564)
O (-1.7740, 0.5342, -5.3930)
C (-0.6937, 0.8362, -6.2983)
H (-3.5439, 3.3325, -1.2642)
H (-4.3912, 4.1938, 0.0534)
H (-4.8259, 4.5218, -1.6477)
H (-5.9776, 2.8579, -2.8480)
H (-6.7357, 1.5639, -1.8828)
H (-5.3067, 0.4192, -3.2290)
H (-4.6399, 0.3274, -1.6131)
H (-3.6538, 1.7720, -3.9114)
H (-2.9761, -0.5730, -3.5681)
H (-2.1057, 0.0652, -2.1513)
H (-0.4759, 0.1023, -3.8288)
H (-1.0659, 1.7820, -3.8880)
H (-0.0503, 1.6025, -5.8582)
H (-1.0889, 1.1898, -7.2523)
H (-0.0936, -0.0668, -6.4686)
N (-4.8016, -0.1091, 0.7909)
C (-3.9385, -1.1440, 0.6493)
N (-4.3709, -2.1575, 1.4191)
O (-2.8688, -1.1768, 0.0571)
H (-4.5971, 0.7750, 0.3653)
H (-5.7190, -0.2123, 1.1784)
H (-5.2495, -2.1033, 1.8836)
H (-3.9367, -3.0500, 1.3234)
N (-1.6826, 5.8011, -2.8553)
C (-0.3865, 5.4941, -2.7023)
N (-0.0315, 4.3295, -3.2803)
O (0.3966, 6.2410, -2.1601)
H (-1.9969, 6.6875, -2.5237)
H (-2.3398, 5.1736, -3.2632)
H (-0.6933, 3.8285, -3.8363)
H (0.9505, 4.1482, -3.4308)
N (1.1878, 1.6336, 2.8833)
C (0.4800, 2.7615, 3.1911)
N (-0.7296, 2.7637, 2.6023)
O (0.9282, 3.6767, 3.8349)
H (2.0227, 1.4266, 3.3838)
H (0.8120, 0.9870, 2.2178)
H (-1.2148, 3.6336, 2.6587)
H (-1.0211, 2.0676, 1.9330)
N (2.7364, 3.1626, 0.5550)
C (4.0140, 2.8803, 0.1868)
N (4.4345, 3.8161, -0.7120)
O (4.6126, 1.8841, 0.5020)
H (2.3292, 4.0647, 0.4117)
H (2.3113, 2.5709, 1.2505)
H (3.8551, 4.5856, -0.9696)
H (5.3324, 3.7017, -1.1193)
C (2.3714, 1.5087, -4.3375)
C (3.2587, 2.4458, -3.5620)
O (2.9410, 3.7515, -4.0394)
H (2.5887, 0.4617, -4.1022)
H (2.4874, 1.6599, -5.4107)
H (1.3310, 1.7092, -4.0606)
H (4.3221, 2.2387, -3.7478)
H (3.0871, 2.3615, -2.4814)
H (3.4173, 4.4060, -3.5196)
C (0.6257, -5.0896, -0.9785)
C (0.0000, -3.6976, -0.9819)
O (-0.7932, -3.5812, 0.1742)
H (1.3713, -5.2048, -1.7703)
H (-0.1392, -5.8602, -1.0979)
H (1.1237, -5.2520, -0.0194)
H (-0.5973, -3.5348, -1.8928)
H (0.7922, -2.9279, -0.9801)
H (-1.2538, -2.7282, 0.1728)
C (-0.0524, 2.1104, -0.9203)
C (0.0671, 0.8326, -0.1102)
O (-0.9911, 0.8604, 0.8451)
H (0.4523, 2.9316, -0.4260)
H (-1.1093, 2.3659, -1.0270)
H (0.3747, 2.0308, -1.9224)
H (1.0369, 0.7439, 0.3930)
H (-0.0515, -0.0719, -0.7162)
H (-1.7390, 0.3502, 0.4724)

Its total charge is 0. The molar mass comes out at 644.813 g mol⁻¹. As for the spin multiplicity: 1. The SMILES is COCCNCCOC.COCCNCCOC.NC(N)=O.NC(N)=O.NC(N)=O.NC(N)=O.CCO.CCO.CCO. The LUMO energy comes out at 0.227 eV.

No. 3
The following is a DFT calculation (ωB97M-V/def2-TZVPD) of C19H11BF4N4STc as an isolated structure.

Positions of all 41 atoms, in Å:
Tc (-0.4477, -0.8282, 0.8686)
S (1.7734, -2.5560, -5.9102)
N (2.6387, -2.0565, -4.6527)
C (1.7640, -1.7684, -3.6864)
C (2.1059, -1.2849, -2.3610)
C (3.4068, -0.9985, -1.9083)
C (3.6033, -0.5097, -0.6276)
C (2.5133, -0.3279, 0.2041)
N (1.2587, -0.6091, -0.2084)
C (1.0594, -1.0681, -1.4881)
C (-0.3167, -1.2509, -1.8893)
N (-1.2634, -0.9214, -0.9558)
C (-2.5687, -1.0366, -1.2504)
C (-2.9785, -1.5057, -2.4937)
C (-2.0353, -1.8387, -3.4425)
C (-0.6631, -1.7015, -3.1460)
C (0.4281, -1.9785, -4.0610)
N (0.2906, -2.4268, -5.3107)
H (4.2457, -1.1559, -2.5774)
H (4.5931, -0.2754, -0.2616)
H (2.6262, 0.0139, 1.2239)
H (-3.2785, -0.7575, -0.4826)
H (-4.0371, -1.5947, -2.6955)
H (-2.3322, -2.2001, -4.4205)
F (-1.4796, -2.0344, 1.7482)
B (-0.0256, -1.4377, 4.1058)
F (0.4108, -2.3537, 4.8871)
F (-0.9816, -0.5919, 4.3529)
F (0.5878, -1.2924, 2.8688)
C (-0.5840, 0.8487, 1.4966)
C (-0.7277, 2.0381, 2.0915)
C (0.4298, 2.7532, 2.5867)
C (0.2309, 3.9006, 3.2890)
C (-1.0856, 4.3591, 3.5066)
C (-2.2261, 3.6921, 3.0220)
C (-2.0700, 2.5422, 2.3102)
H (1.4247, 2.3802, 2.3894)
H (1.0695, 4.4649, 3.6735)
H (-1.2259, 5.2748, 4.0715)
H (-3.2125, 4.0925, 3.2121)
H (-2.9214, 2.0010, 1.9211)

Its total charge is +3. The molar mass comes out at 512.196 g mol⁻¹. As for the spin multiplicity: 1. The LUMO energy (spin up / spin down) comes out at -13.509 / -13.518 eV.

No. 4
The following is a DFT calculation (ωB97M-V/def2-TZVPD) of one molecule with the formula C5H13NS.

Positions of all 20 atoms, in Å:
C (-0.1542, -1.5801, 2.2364)
S (-0.1478, 0.2248, 2.6150)
C (-0.1029, 1.3982, 1.2409)
C (-0.5570, 1.1585, -0.3349)
C (0.1748, -0.0898, -0.7875)
C (-0.4263, -0.4680, -2.2336)
N (1.5647, 0.1567, -0.9421)
H (-0.7022, -1.8072, 1.3186)
H (0.8487, -1.9843, 2.3231)
H (-0.7965, -1.9442, 3.0410)
H (0.8616, 1.7859, 0.9573)
H (-0.7930, 2.1976, 1.5071)
H (-1.5978, 0.9185, -0.1095)
H (-0.3211, 2.0853, -0.8393)
H (-0.0997, -0.9720, -0.2132)
H (-1.5217, -0.4297, -2.1078)
H (-0.1941, 0.4192, -2.8373)
H (-0.1699, -1.4354, -2.6563)
H (1.8665, 0.7693, -1.6731)
H (2.2677, -0.4031, -0.5048)

Its energy above the lowest of the compared OMol25 structures with the same formula, charge and spin is 1.755 eV. Its total charge is 0. The molar mass comes out at 119.233 g mol⁻¹. As for the spin multiplicity: 1. The SMILES is CSCC[C@@H](C)N. The LUMO energy comes out at 0.893 eV.

No. 5
The following is a DFT calculation (ωB97M-V/def2-TZVPD) of C6H10O as an isolated structure.

Positions of all 17 atoms, in Å:
C (-2.1169, -0.2742, 0.3283)
C (-0.7015, 0.0100, 0.7497)
O (-0.0747, -1.4081, 1.1474)
C (0.9433, -1.0959, 0.2440)
C (0.5567, -0.8309, -1.1627)
C (0.4457, 0.2963, -0.1891)
C (1.3046, 1.5381, -0.1522)
H (-2.7098, 0.6260, 0.1359)
H (-2.1516, -0.9157, -0.5561)
H (-2.5644, -0.8156, 1.1659)
H (-0.6571, 0.6927, 1.6090)
H (1.9731, -1.3469, 0.4799)
H (1.4117, -0.7585, -1.8234)
H (-0.3306, -1.2734, -1.6005)
H (1.0541, 2.3121, -0.8871)
H (1.2720, 2.0010, 0.8435)
H (2.3454, 1.2429, -0.3325)

Its energy above the lowest of the compared OMol25 structures with the same formula, charge and spin is 1.991 eV. Its total charge is 0. The molar mass comes out at 98.145 g mol⁻¹. As for the spin multiplicity: 1. The LUMO energy comes out at 1.040 eV.

No. 6
The following is a DFT calculation (ωB97M-V/def2-TZVPD) of C21H34Cl12O2 as an isolated structure.

Positions of all 69 atoms, in Å:
O (-3.8912, 0.8252, -0.1285)
C (-3.5563, -0.3940, -0.5677)
O (-2.8244, -1.2699, 0.3626)
C (-1.5111, -1.6736, -0.1649)
C (-0.5541, -0.4410, -0.6681)
C (-0.6468, -0.1535, -2.3102)
C (-0.5215, -1.3894, -3.3802)
C (-0.6671, -1.0440, -5.0059)
C (-0.9445, 0.5424, -5.4561)
C (-1.0630, 1.7811, -4.3421)
C (-0.9109, 1.4397, -2.7184)
H (-3.7876, -0.7401, -1.6864)
H (-0.9462, -2.2119, 0.7386)
H (-1.5733, -2.4981, -1.0177)
H (-0.8084, 0.5085, -0.0321)
H (0.5551, -0.7599, -0.4705)
H (-0.3550, -2.4949, -2.9668)
H (-0.5893, -1.9271, -5.8014)
H (-1.0845, 0.7976, -6.6062)
H (-1.2845, 2.9093, -4.6569)
H (-0.9965, 2.3092, -1.9170)
Cl (-3.9712, -2.9060, 4.6736)
C (-3.8520, -3.3667, 2.9567)
C (-2.9886, -4.6009, 2.7517)
Cl (-1.2701, -4.2854, 3.0984)
H (-3.4647, -2.5068, 2.4012)
H (-4.8711, -3.5638, 2.6108)
H (-3.0462, -4.9257, 1.7086)
H (-3.3159, -5.4315, 3.3850)
Cl (-3.9844, 5.0642, -5.1225)
C (-4.6695, 4.5420, -3.5630)
C (-3.6021, 4.3746, -2.4937)
Cl (-2.5262, 2.9946, -2.8267)
H (-5.2222, 3.6121, -3.7301)
H (-5.3843, 5.3121, -3.2580)
H (-4.0731, 4.1819, -1.5253)
H (-2.9832, 5.2724, -2.3981)
Cl (0.9371, 0.3125, 1.9152)
C (2.6459, 0.6198, 2.3146)
C (3.5662, 0.3731, 1.1301)
Cl (3.6634, -1.3531, 0.7013)
H (2.9123, -0.0089, 3.1701)
H (2.7142, 1.6661, 2.6273)
H (4.5824, 0.6956, 1.3754)
H (3.2389, 0.9253, 0.2435)
Cl (1.8827, 2.1184, -3.6022)
C (3.0276, 2.8959, -4.7240)
C (2.4451, 3.0577, -6.1188)
Cl (2.2304, 1.4939, -6.9443)
H (3.9462, 2.3008, -4.7372)
H (3.2647, 3.8778, -4.3036)
H (3.1235, 3.6518, -6.7383)
H (1.4753, 3.5647, -6.0942)
Cl (0.5816, -7.5539, 7.8050)
C (-0.3676, -6.8750, 6.4589)
C (-0.7474, -5.4227, 6.6988)
Cl (-1.9294, -5.2454, 8.0196)
H (-1.2514, -7.5047, 6.3161)
H (0.2544, -6.9537, 5.5622)
H (-1.2128, -5.0070, 5.8002)
H (0.1278, -4.8121, 6.9420)
Cl (6.3545, 2.0077, 1.6260)
C (5.8766, 3.4356, 2.5783)
C (5.7259, 3.1159, 4.0568)
Cl (4.3285, 2.0590, 4.3780)
H (4.9479, 3.8303, 2.1544)
H (6.6604, 4.1859, 2.4378)
H (5.5611, 4.0383, 4.6215)
H (6.6202, 2.6276, 4.4568)

Its energy above the lowest of the compared OMol25 structures with the same formula, charge and spin is 12.054 eV. Its total charge is 0. The molar mass comes out at 743.937 g mol⁻¹. As for the spin multiplicity: 1. The LUMO energy comes out at 0.150 eV.